Density functional theory data (the ωB97M-V functional and the def2-TZVPD basis) for a 2-piece molecular cluster, CH10ClNSi3 overall in a non-equilibrium geometry.

As for the HOMO energy: -9.51 eV. Its spin multiplicity is 1. For the energy above the lowest of the compared OMol25 structures with the same formula, charge and spin, the calculation gives 0.360 eV. Its LUMO energy is 0.3037 eV. Its SMILES is [SiH3]/N=C(/[SiH3])Cl.[SiH4]. The total energy comes out at -1427.4116 Eh.

XYZ file:
```
16
Properties=species:S:1:pos:R:3:forces:R:3
Si 1.139 1.226 0.563 1.5 1.7 0.7
N 1.328 -0.382 0.206 0.1 -1.9 -1.0
C 0.768 -1.475 0.124 1.0 -0.5 -1.0
Si 1.752 -3.079 -0.276 -1.3 -0.3 -0.4
Cl -0.986 -1.679 0.034 -0.8 0.1 0.2
H -0.209 1.763 0.653 0.1 0.1 0.1
H 2.072 2.110 -0.199 -0.5 -0.2 -0.4
H 2.004 1.059 1.732 -0.4 0.7 1.0
H 0.727 -4.155 0.026 0.7 0.3 -0.3
H 2.855 -3.145 0.663 0.5 0.0 0.1
H 2.152 -3.062 -1.751 -0.2 0.0 0.9
Si -2.695 2.130 -0.307 -0.8 1.1 0.3
H -3.002 3.508 -0.911 0.1 -0.6 0.8
H -1.920 1.609 -1.416 0.6 -0.6 0.0
H -3.989 1.372 -0.215 0.4 0.2 0.1
H -1.995 2.198 1.072 -0.8 0.0 -1.2
```
Forces are in eV/Å.